Record 1
This record from the OMol25 dataset describes a 2-piece molecular cluster, C9H14O overall in a non-equilibrium geometry. The level of theory is ωB97M-V/def2-TZVPD.

Geometry as XYZ:
```
24
C9H14O ωB97M-V/def2-TZVPD
C -1.351 0.105 -2.185
C -1.068 -1.359 -2.497
H -0.732 0.659 -2.909
H -2.350 0.411 -2.463
H -0.905 0.497 -1.275
H -0.468 -1.588 -3.381
H -1.944 -1.957 -2.747
H -0.622 -1.855 -1.648
C -2.104 -0.730 1.751
C 0.153 -1.155 0.763
C -0.753 -0.254 1.300
C 1.362 -0.687 0.253
C 1.647 0.668 0.263
C -0.518 1.107 1.190
C 0.693 1.579 0.703
O 2.731 1.193 -0.376
H -0.141 -2.179 0.620
H 2.023 -1.327 -0.309
H -2.910 -0.125 1.308
H -2.272 -0.700 2.836
H -1.293 1.837 1.316
H 3.219 0.503 -0.862
H 0.872 2.647 0.653
H -2.365 -1.707 1.383
```

## Properties
- LUMO level: 0.031 Eh
- HOMO energy: -8.5 eV
- Structure (SMILES): Cc1ccc(O)cc1.CC
- ΔE to the lowest compared entry with this formula, charge and spin: 0.697 eV
- HOMO-LUMO gap: 0.3417 Eh

=====

Record 2
This record from the OMol25 dataset describes C35H33AuN7O6S2 as an isolated structure. The level of theory is ωB97M-V/def2-TZVPD.

Geometry as XYZ:
```
84
C35H33AuN7O6S2 ωB97M-V/def2-TZVPD
Au -0.353 -0.172 -0.975
C 4.910 -1.776 0.641
O 3.974 -0.914 1.281
C 4.041 -0.802 2.628
C 4.975 -1.443 3.430
C 4.965 -1.234 4.804
C 4.028 -0.403 5.393
C 3.075 0.216 4.597
C 3.076 0.024 3.227
N 2.117 0.695 2.407
C 1.329 0.044 1.519
N 1.094 -1.243 1.793
C 0.640 -2.246 0.929
C 0.043 -2.035 -0.299
C -0.407 -3.142 -1.024
C -0.257 -4.418 -0.520
C 0.351 -4.637 0.712
C 0.805 -3.552 1.430
O 1.420 -3.612 2.640
C 1.628 -4.898 3.213
N 0.768 0.676 0.509
C 1.214 2.019 0.258
C 2.461 2.200 -0.345
C 2.931 3.457 -0.657
C 2.129 4.563 -0.387
C 0.901 4.400 0.221
C 0.434 3.133 0.581
O -0.783 3.116 1.184
C -1.066 2.178 2.225
H 4.688 -1.724 -0.420
H 4.791 -2.806 0.986
H 5.935 -1.444 0.817
H 5.723 -2.089 2.992
H 5.708 -1.731 5.415
H 4.030 -0.243 6.463
H 2.317 0.857 5.032
H 2.235 1.685 2.259
H 1.518 -1.596 2.641
H -0.854 -3.009 -1.998
H -0.609 -5.261 -1.098
H 0.469 -5.642 1.090
H 2.140 -4.727 4.154
H 2.251 -5.517 2.565
H 0.677 -5.400 3.400
H 3.045 1.314 -0.569
H 3.900 3.577 -1.122
H 2.472 5.559 -0.638
H 0.272 5.248 0.459
H -1.941 2.569 2.736
H -0.235 2.127 2.934
H -1.290 1.187 1.839
N 0.728 2.349 -3.044
C -0.477 2.595 -2.484
N -1.100 1.741 -1.697
C -2.352 2.221 -1.299
C -2.626 3.462 -1.742
S -1.345 4.060 -2.727
C -3.254 1.374 -0.513
C -4.563 1.606 -0.266
S -5.230 0.295 0.635
C -3.687 -0.490 0.602
N -2.762 0.191 -0.008
N -3.458 -1.699 1.189
H 0.837 1.386 -3.353
H 1.050 3.021 -3.721
H -3.502 4.058 -1.545
H -5.177 2.434 -0.581
H -4.246 -2.287 1.396
H -2.619 -2.176 0.897
O -3.988 -1.203 -2.347
C -4.008 -0.404 -3.435
C -5.259 -0.002 -3.907
C -5.355 0.821 -5.009
C -4.210 1.267 -5.671
C -2.974 0.870 -5.212
C -2.847 0.037 -4.093
C -1.476 -0.282 -3.622
O -0.472 0.088 -4.201
O -1.425 -1.000 -2.496
H -3.051 -1.317 -2.104
H -6.139 -0.358 -3.387
H -6.334 1.122 -5.362
H -4.293 1.908 -6.539
H -2.066 1.189 -5.706
```

## Properties
- LUMO level: -0.108 Eh
- Charge: +1
- HOMO energy: -10.3 eV
- ΔE to the lowest compared entry with this formula, charge and spin: 0.000 eV
- HOMO-LUMO gap: 0.2688 Eh

=====

Record 3
This record from the OMol25 dataset describes an isolated molecule of C7H7N in a non-equilibrium geometry. The level of theory is ωB97M-V/def2-TZVPD.

Geometry as XYZ:
```
15
C7H7N ωB97M-V/def2-TZVPD
C 1.816 0.449 -0.132
C 1.350 0.778 -1.251
C -0.077 -0.041 -1.414
C -1.383 -0.162 -0.300
C -1.517 -0.180 1.239
C -0.319 -0.425 1.778
C 0.599 -0.235 0.671
H 2.896 0.680 0.115
H 1.758 1.501 -2.141
H -0.463 -0.157 -2.442
H -2.208 -0.896 -0.786
H -2.474 -0.239 1.739
H -0.161 -0.784 2.846
H 0.251 0.774 0.484
N -0.067 -1.062 -0.406
```

## Properties
- LUMO level: 0.037 Eh
- HOMO energy: -8.0 eV
- Structure (SMILES): C1=C[C@@H]2[C@@H]3C=C[C@H]1N23
- ΔE to the lowest compared entry with this formula, charge and spin: 7.845 eV
- HOMO-LUMO gap: 0.3319 Eh

=====

Record 4
This record from the OMol25 dataset describes a 5-piece molecular cluster, C16H30FN2O5S overall in a non-equilibrium geometry. The level of theory is ωB97M-V/def2-TZVPD.

Geometry as XYZ:
```
55
C16H30FN2O5S ωB97M-V/def2-TZVPD
C 38.057 -14.944 22.408
C 37.899 -13.613 21.616
O 38.264 -12.442 22.173
N 37.407 -13.605 20.150
H 37.288 -14.576 19.734
H 36.414 -13.281 20.030
C 38.245 -12.638 19.293
H 37.503 -14.743 23.060
H 39.029 -15.066 22.856
H 37.881 -15.930 21.994
H 37.999 -11.563 19.540
H 38.105 -12.581 18.313
H 39.358 -12.933 19.128
C 33.958 -17.303 17.714
C 33.530 -16.240 18.575
O 32.417 -15.941 18.791
N 34.532 -15.563 19.531
H 35.413 -15.963 19.367
H 34.629 -14.695 19.740
C 34.336 -15.861 20.977
H 34.622 -17.980 18.123
H 34.574 -16.760 16.968
H 33.121 -17.586 17.296
H 33.458 -15.355 21.136
H 35.165 -15.453 21.572
H 34.333 -16.982 21.181
O 37.082 -16.165 19.563
H 37.398 -16.977 19.281
F 36.098 -13.246 12.405
C 36.258 -13.733 13.648
C 37.139 -14.831 13.856
C 37.408 -15.397 15.128
C 36.787 -14.754 16.220
C 35.992 -13.609 16.019
C 35.825 -13.029 14.775
H 37.432 -15.189 12.812
H 38.243 -16.144 15.105
H 37.048 -15.192 17.209
H 35.634 -13.224 16.973
H 35.314 -11.976 14.712
C 39.146 -19.175 19.097
C 38.049 -20.258 18.967
C 37.137 -19.927 20.071
S 38.015 -19.403 21.479
O 38.351 -20.618 22.152
O 37.399 -18.364 22.232
C 39.434 -18.725 20.505
H 38.874 -18.259 18.630
H 40.192 -19.545 18.927
H 38.351 -21.246 19.311
H 37.633 -20.425 17.952
H 36.257 -20.661 20.157
H 36.690 -19.067 19.599
H 40.121 -19.382 21.134
H 39.374 -17.803 20.644
```

## Properties
- LUMO level: -0.139 Eh
- Charge: +1
- HOMO energy: -12.0 eV
- ΔE to the lowest compared entry with this formula, charge and spin: 2.696 eV
- HOMO-LUMO gap: 0.3023 Eh

=====

Record 5
This record from the OMol25 dataset describes C25H38NO4PPt as an isolated structure in a non-equilibrium geometry. The level of theory is ωB97M-V/def2-TZVPD.

Geometry as XYZ:
```
70
C25H38NO4PPt ωB97M-V/def2-TZVPD
Pt 0.296 0.751 -1.576
O 3.273 3.057 -4.108
C 2.347 2.381 -3.418
O 2.404 1.911 -2.325
C 1.091 2.220 -4.263
C 0.989 2.729 -5.544
C -0.230 2.577 -6.195
C -1.265 1.884 -5.546
C -1.045 1.326 -4.301
N 0.122 1.521 -3.647
C -2.015 0.544 -3.466
O -3.060 0.028 -3.987
O -1.785 0.353 -2.262
H 4.062 3.201 -3.579
H 1.761 3.338 -5.966
H -0.369 3.028 -7.181
H -2.200 1.807 -6.094
H -3.239 0.255 -4.890
C 3.353 -0.108 3.982
C 3.685 -0.056 2.473
C 2.612 -0.500 1.492
C 1.222 0.012 1.989
C 1.431 1.289 2.810
C 2.461 1.251 3.961
P 0.002 -0.043 0.563
C -0.195 -1.797 0.114
C 0.817 -1.885 -1.017
C 0.990 -3.227 -1.692
C -0.107 -4.168 -1.239
C -0.099 -4.309 0.304
C 0.005 -2.945 1.065
C -1.665 0.355 1.204
C -2.062 -0.396 2.493
C -3.092 0.366 3.325
C -4.245 1.032 2.630
C -3.424 2.138 1.438
C -2.006 1.833 1.296
H 3.994 0.108 4.839
H 2.773 -1.012 4.237
H 4.536 -0.720 2.534
H 4.184 0.888 2.184
H 2.685 -1.563 1.289
H 2.916 0.102 0.593
H 0.822 -0.799 2.627
H 0.509 1.644 3.241
H 1.704 2.101 2.119
H 1.979 0.826 4.883
H 3.041 2.165 4.113
H -1.213 -1.872 -0.357
H 1.792 -1.473 -0.749
H 0.455 -1.245 -1.847
H 1.911 -3.679 -1.309
H 1.042 -3.109 -2.785
H -0.012 -5.161 -1.690
H -1.086 -3.780 -1.535
H 0.740 -4.921 0.627
H -0.991 -4.853 0.593
H 0.973 -2.922 1.546
H -0.732 -2.903 1.870
H -2.332 -0.112 0.439
H -1.258 -0.496 3.206
H -2.446 -1.407 2.306
H -2.629 1.010 4.046
H -3.642 -0.402 3.965
H -4.814 1.791 3.178
H -4.831 0.436 1.972
H -3.690 3.059 1.941
H -4.146 1.838 0.680
H -1.404 2.412 2.035
H -1.646 2.297 0.366
```

## Properties
- LUMO level (spin up / spin down): -0.420 / -0.556 Eh
- Charge: +4
- HOMO energy (spin up / spin down): -20.4 / -20.7 eV
- HOMO-LUMO gap (spin up / spin down): 0.3285 / 0.2043 Eh
- Multiplicity: 5

=====

Record 6
This record from the OMol25 dataset describes C17H21CdN3O4P as an isolated structure in a non-equilibrium geometry. The level of theory is ωB97M-V/def2-TZVPD.

Geometry as XYZ:
```
47
C17H21CdN3O4P ωB97M-V/def2-TZVPD
Cd -13.860 3.847 6.973
C -16.195 1.787 10.044
C -15.309 2.708 9.293
N -15.344 2.685 7.948
N -16.190 1.988 7.216
C -15.952 2.189 5.907
O -14.951 2.799 5.354
C -17.010 1.643 5.052
C -17.753 0.540 5.469
C -18.767 0.050 4.658
C -19.094 0.690 3.457
C -18.367 1.816 3.065
C -17.307 2.277 3.847
C -14.356 3.579 9.925
C -13.975 3.414 11.277
C -13.047 4.294 11.832
C -12.523 5.341 11.050
C -12.919 5.445 9.722
N -13.784 4.589 9.153
H -17.051 1.575 9.382
H -15.670 0.847 10.261
H -16.516 2.259 10.984
H -17.519 0.085 6.439
H -19.325 -0.832 4.980
H -19.897 0.299 2.818
H -18.609 2.344 2.130
H -16.718 3.147 3.541
H -14.380 2.576 11.857
H -12.730 4.164 12.877
H -11.812 6.079 11.440
H -12.543 6.257 9.099
C -9.005 3.279 8.228
O -9.866 2.518 7.340
P -11.469 2.799 7.135
O -11.726 1.603 6.046
C -11.393 1.816 4.630
O -12.180 2.087 8.403
C -11.751 0.788 8.877
H -8.070 2.721 8.250
H -9.425 3.343 9.245
H -8.830 4.288 7.824
H -11.684 0.888 4.122
H -10.309 1.959 4.495
H -11.946 2.662 4.199
H -11.958 0.802 9.967
H -10.669 0.644 8.698
H -12.326 -0.007 8.372
```

## Properties
- LUMO level: -0.140 Eh
- Charge: +1
- HOMO energy: -10.7 eV
- ΔE to the lowest compared entry with this formula, charge and spin: 0.000 eV
- HOMO-LUMO gap: 0.2543 Eh

=====

Summary of molecular weight in g mol⁻¹
138.210, 908.793, 105.140, 381.490, 642.634, 474.758
(order as listed above)